67
Properties=species:S:1:pos:R:3 method="wB97M-V/def2-TZVPD" homo_ev="-6.64 / -6.06" homo_lumo_gap_ev="5.83 / 5.24" e_lumo_ev="-0.82 / -0.82" e_above_lowest_ev=0.0000 s2=1.17 multiplicity=2
V -0.276 0.531 0.660
C 1.893 1.226 -3.261
C 2.119 -0.133 -2.663
C 2.494 -1.199 -3.480
C 2.725 -2.461 -2.960
C 2.569 -2.676 -1.597
C 2.180 -1.641 -0.757
C 1.986 -1.877 0.716
C 1.961 -0.359 -1.290
N 1.516 0.633 -0.392
C 2.300 1.725 -0.195
O 3.329 2.039 -0.784
C 1.832 2.494 1.011
C 2.478 3.573 1.593
C 1.998 4.052 2.804
C 0.925 3.418 3.429
C 0.337 2.348 2.787
N 0.770 1.944 1.593
C -0.718 1.435 3.359
O -1.347 1.747 4.357
N -0.801 0.281 2.625
C -1.499 -0.821 3.169
C -1.270 -1.283 4.477
C -0.225 -0.680 5.371
C -1.992 -2.382 4.933
C -2.900 -3.047 4.128
C -3.062 -2.635 2.816
C -2.360 -1.543 2.328
C -2.463 -1.163 0.882
H 1.615 1.142 -4.314
H 2.792 1.837 -3.176
H 1.112 1.765 -2.720
H 2.618 -1.023 -4.543
H 3.031 -3.271 -3.609
H 2.751 -3.659 -1.178
H 2.283 -2.889 0.991
H 0.935 -1.767 1.020
H 2.562 -1.167 1.311
H 3.343 3.994 1.101
H 2.480 4.895 3.282
H 0.555 3.721 4.398
H 0.642 -0.352 4.793
H 0.110 -1.416 6.102
H -0.607 0.195 5.896
H -1.817 -2.729 5.944
H -3.452 -3.896 4.509
H -3.736 -3.168 2.155
H -3.273 -1.688 0.376
H -1.545 -1.440 0.340
H -2.652 -0.090 0.747
C -1.920 1.938 -5.462
C -1.669 1.218 -4.181
C -1.364 -0.104 -4.070
C -1.107 -0.634 -2.785
N -1.145 0.122 -1.702
C -1.485 1.426 -1.800
S -1.546 2.379 -0.426
N -1.741 1.946 -3.041
C -0.816 -2.082 -2.603
H -1.888 1.248 -6.300
H -1.159 2.706 -5.613
H -2.896 2.426 -5.444
H -1.292 -0.727 -4.948
H -1.957 2.933 -3.079
H -0.567 -2.563 -3.545
H -1.702 -2.563 -2.181
H 0.007 -2.210 -1.901

---

76
Properties=species:S:1:pos:R:3 method="wB97M-V/def2-TZVPD" homo_ev=-10.56 homo_lumo_gap_ev=7.31 e_lumo_ev=-3.25 total_charge=+1
Pb -0.822 0.176 0.768
C -4.416 5.690 -1.103
S -2.655 5.247 -1.055
C -2.679 3.864 0.028
S -3.910 2.564 -0.296
N -1.830 3.799 0.960
N -1.549 2.783 1.748
C -1.694 2.804 3.010
C -1.289 1.683 3.870
C -1.208 1.909 5.238
C -0.851 0.862 6.076
C -0.628 -0.383 5.527
C -0.744 -0.530 4.153
N -1.061 0.466 3.336
H -4.481 6.533 -1.787
H -5.014 4.864 -1.474
H -4.753 5.998 -0.116
H -2.154 3.663 3.502
H -1.413 2.893 5.637
H -0.762 1.021 7.141
H -0.354 -1.231 6.139
H -0.578 -1.492 3.686
C 7.363 0.140 -0.426
C 6.092 -0.215 0.294
C 6.017 -1.365 1.076
C 4.841 -1.708 1.725
C 3.734 -0.889 1.588
C 3.779 0.255 0.806
C 4.958 0.586 0.163
S 2.250 -1.228 2.491
O 2.009 -0.105 3.357
O 2.337 -2.532 3.097
N 1.068 -1.196 1.361
C 1.126 -2.007 0.266
C 2.007 -3.086 0.045
C 1.938 -3.759 -1.153
C 1.011 -3.376 -2.125
C 0.159 -2.340 -1.821
N 0.195 -1.689 -0.657
H 8.236 -0.202 0.127
H 7.442 1.214 -0.583
H 7.375 -0.342 -1.406
H 6.893 -1.992 1.186
H 4.768 -2.595 2.340
H 2.895 0.872 0.709
H 5.007 1.484 -0.441
H 2.694 -3.370 0.827
H 2.605 -4.589 -1.343
H 0.950 -3.882 -3.078
H -0.607 -2.009 -2.516
C -2.208 -3.504 2.167
S -3.360 -2.548 1.148
C -2.939 -3.345 -0.419
O -2.794 -1.147 1.123
H -2.424 -4.565 2.045
H -2.358 -3.218 3.206
H -1.186 -3.275 1.859
H -3.502 -4.275 -0.493
H -1.870 -3.527 -0.468
H -3.242 -2.665 -1.209
O 0.845 1.605 -2.590
C -0.330 1.415 -2.759
N -1.256 1.257 -1.736
S -2.685 1.021 -2.303
O -3.381 -0.144 -1.866
O -3.572 2.303 -1.943
C -2.363 1.125 -4.032
C -3.172 0.963 -5.136
C -2.550 1.010 -6.378
C -1.175 1.197 -6.480
C -0.378 1.343 -5.348
C -0.991 1.306 -4.111
H -4.237 0.804 -5.036
H -3.147 0.900 -7.272
H -0.716 1.226 -7.459
H 0.693 1.478 -5.405

---

74
Properties=species:S:1:pos:R:3 method="wB97M-V/def2-TZVPD" homo_ev=-5.99 homo_lumo_gap_ev=6.00 e_lumo_ev=0.01 e_above_lowest_ev=1.4455
Pb 0.258 -0.313 0.261
C 3.158 3.811 1.752
O 2.031 3.733 2.656
C 1.438 2.541 2.377
N 1.998 1.758 1.560
C 3.249 2.388 1.140
C 3.450 2.360 -0.352
C 4.740 2.327 -0.874
C 4.944 2.361 -2.247
C 3.856 2.419 -3.109
C 2.566 2.429 -2.593
C 2.365 2.404 -1.220
C 0.201 2.225 3.129
C -0.025 2.755 4.394
C -1.140 2.314 5.093
C -1.989 1.401 4.489
C -1.690 0.982 3.195
N -0.619 1.376 2.543
C -2.598 0.071 2.459
N -2.337 -0.539 1.386
C -3.596 -1.207 0.965
C -4.536 -0.988 2.180
O -3.812 -0.076 3.029
C -4.255 -0.610 -0.261
C -4.303 0.766 -0.446
C -4.981 1.303 -1.526
C -5.629 0.468 -2.429
C -5.597 -0.904 -2.238
C -4.915 -1.440 -1.153
H 4.041 4.101 2.316
H 2.944 4.565 0.995
H 4.072 1.837 1.604
H 5.591 2.280 -0.202
H 5.950 2.331 -2.646
H 4.013 2.448 -4.180
H 1.714 2.450 -3.260
H 1.357 2.391 -0.817
H 0.667 3.470 4.816
H -1.335 2.671 6.096
H -2.872 1.023 4.983
H -3.390 -2.264 0.801
H -4.744 -1.897 2.744
H -5.469 -0.519 1.886
H -3.782 1.421 0.242
H -4.993 2.376 -1.673
H -6.153 0.886 -3.280
H -6.100 -1.561 -2.939
H -4.887 -2.516 -1.009
N 3.123 -0.934 1.289
N 4.085 -0.397 0.449
C 3.860 -0.371 -0.898
N 4.969 -0.083 -1.617
N 2.667 -0.696 -1.370
N 2.517 -0.660 -2.765
O 3.117 0.173 -3.451
O 1.781 -1.468 -3.219
H 3.101 -0.447 2.171
H 3.199 -1.939 1.394
H 5.050 -0.561 0.695
H 5.723 0.382 -1.139
H 4.739 0.246 -2.549
S -1.003 -0.120 -1.899
S 0.310 -3.104 0.662
C -0.605 -3.934 -0.539
N -1.015 -3.314 -1.655
C -1.727 -3.923 -2.615
C -2.083 -5.238 -2.514
C -1.673 -5.935 -1.368
C -0.944 -5.299 -0.396
H -0.856 -2.189 -1.799
H -1.989 -3.289 -3.455
H -2.659 -5.718 -3.293
H -1.934 -6.980 -1.251
H -0.609 -5.810 0.496

---

86
Properties=species:S:1:pos:R:3 method="wB97M-V/def2-TZVPD" homo_ev=-9.29 homo_lumo_gap_ev=8.13 e_lumo_ev=-1.16 smiles="CCCc1cnc2c(C(F)(F)C(F)(F)C(F)(F)F)cc(Br)c([Si](C)(C)C)c2n1.O=C1OC[C@@H](F)O1.O=C1OC[C@@H](F)O1.O=C1OC[C@@H](F)O1.O=C1OC[C@@H](F)O1" e_above_lowest_ev=0.0000
C -1.927 1.695 1.037
C -0.838 2.745 0.572
C 0.563 2.029 0.296
C 0.362 0.526 -0.106
C -0.014 0.149 -1.504
N -0.230 -1.097 -2.004
C 0.002 -2.026 -0.989
C -0.153 -3.477 -1.386
C -0.595 -3.819 -2.858
F -0.447 -5.190 -3.094
F 0.213 -3.198 -3.801
C -2.133 -3.409 -3.079
F -2.171 -2.394 -4.024
F -2.735 -2.962 -1.924
C -3.025 -4.577 -3.653
F -3.189 -5.616 -2.771
F -4.302 -4.048 -3.831
F -2.636 -5.005 -4.890
C 0.077 -4.595 -0.504
C 0.457 -4.268 0.925
Br 0.755 -5.847 2.057
C 0.594 -2.890 1.428
Si 1.022 -2.688 3.279
C -0.164 -3.653 4.461
C 2.811 -3.379 3.512
C 1.062 -0.903 3.929
C 0.373 -1.746 0.397
N 0.539 -0.408 0.857
H -2.307 1.052 0.195
H -1.494 1.084 1.881
H -2.798 2.285 1.437
H -0.647 3.492 1.393
H -1.112 3.266 -0.392
H 1.096 2.500 -0.588
H 1.291 2.132 1.152
H -0.136 0.998 -2.234
H -0.039 -5.648 -0.841
H 0.497 -4.446 4.931
H -0.959 -4.211 3.902
H -0.543 -3.020 5.303
H 2.955 -3.425 4.633
H 2.974 -4.360 3.006
H 3.496 -2.562 3.141
H 0.182 -0.351 3.480
H 0.823 -0.957 5.036
H 2.029 -0.358 3.754
O -4.870 2.843 -1.417
C -5.275 1.723 -1.397
O -4.704 0.696 -2.082
C -5.391 -0.492 -1.693
C -6.710 0.045 -1.222
F -7.220 -0.717 -0.226
O -6.366 1.313 -0.694
H -4.832 -0.991 -0.898
H -5.494 -1.179 -2.533
H -7.455 0.166 -2.012
O 4.122 2.119 4.156
C 4.535 2.556 3.133
O 5.794 3.045 2.960
C 5.936 3.341 1.573
C 4.511 3.527 1.140
F 4.333 3.137 -0.149
O 3.803 2.639 1.982
H 6.420 2.507 1.074
H 6.537 4.237 1.421
H 4.128 4.542 1.273
O 6.000 -3.561 -0.131
C 5.504 -2.502 0.065
O 4.163 -2.265 0.037
C 3.972 -0.915 0.452
C 5.303 -0.299 0.141
F 5.595 0.696 1.020
O 6.208 -1.362 0.343
H 3.735 -0.894 1.520
H 3.151 -0.452 -0.094
H 5.399 0.074 -0.883
O -0.744 6.632 -1.669
C -1.776 6.305 -2.159
O -2.263 5.035 -2.143
C -3.570 5.085 -2.706
C -3.511 6.330 -3.539
F -4.720 6.939 -3.596
O -2.620 7.156 -2.813
H -4.307 5.148 -1.904
H -3.775 4.195 -3.298
H -3.128 6.178 -4.551

---

71
Properties=species:S:1:pos:R:3 method="wB97M-V/def2-TZVPD" homo_ev="-7.54 / -7.55" homo_lumo_gap_ev="7.03 / 7.04" e_lumo_ev="-0.50 / -0.51" e_above_lowest_ev=0.0000 s2=2.00 multiplicity=3
Tm 0.625 0.248 0.281
C -0.180 -1.648 4.126
C -1.406 -1.110 3.465
N -2.575 -1.579 3.810
C -3.684 -1.127 3.218
C -3.683 -0.159 2.243
C -4.948 0.270 1.542
O -4.824 0.268 0.132
C -2.440 0.380 1.830
C -2.396 1.445 0.882
N -1.336 1.748 0.204
C -1.362 2.814 -0.688
C -2.416 3.003 -1.589
C -2.361 4.015 -2.528
C -1.272 4.872 -2.572
C -0.224 4.713 -1.679
C -0.271 3.682 -0.763
I 1.335 3.365 0.623
C -1.244 -0.103 2.449
O -0.081 0.364 2.164
H -0.454 -2.412 4.845
H 0.353 -0.836 4.621
H 0.496 -2.073 3.381
H -4.607 -1.575 3.562
H -5.195 1.302 1.814
H -5.780 -0.375 1.852
H -4.632 -0.631 -0.155
H -3.292 2.063 0.785
H -3.253 2.319 -1.569
H -3.173 4.132 -3.230
H -1.223 5.662 -3.304
H 0.619 5.386 -1.695
C -0.588 0.920 -3.655
C 0.872 0.918 -3.294
C 1.827 1.091 -4.276
C 3.176 1.005 -3.926
C 3.521 0.763 -2.627
C 2.510 0.628 -1.646
N 1.184 0.716 -2.005
N 2.716 0.440 -0.349
Si 4.131 -0.068 0.500
C 3.463 -0.094 2.304
C 4.694 -1.802 -0.091
C 5.607 1.143 0.391
H -0.840 1.808 -4.231
H -1.206 0.889 -2.761
H -0.815 0.046 -4.265
H 1.529 1.268 -5.298
H 3.940 1.126 -4.682
H 4.544 0.669 -2.311
H 2.441 0.307 2.350
H 4.077 0.499 2.974
H 3.436 -1.106 2.698
H 3.868 -2.328 -0.561
H 5.037 -2.415 0.736
H 5.500 -1.741 -0.816
H 5.323 2.156 0.666
H 6.018 1.181 -0.612
H 6.397 0.821 1.059
Cl -1.436 -1.160 -0.802
C -1.494 -2.741 -0.078
C -2.644 -3.492 -0.229
C -2.708 -4.757 0.328
C -1.618 -5.253 1.030
C -0.476 -4.496 1.164
Cl 0.851 -5.138 2.044
C -0.360 -3.205 0.606
S 1.121 -2.330 0.723
H -3.468 -3.097 -0.802
H -3.595 -5.356 0.209
H -1.651 -6.234 1.476

---

71
Properties=species:S:1:pos:R:3 method="wB97M-V/def2-TZVPD" homo_ev="-7.53 / -7.53" homo_lumo_gap_ev="6.96 / 6.96" e_lumo_ev="-0.58 / -0.58" e_above_lowest_ev=0.3941 s2=2.00 multiplicity=3
Tm 0.692 0.534 -0.055
C 0.929 -0.291 4.188
C -0.506 -0.035 3.848
N -1.413 -0.400 4.714
C -2.702 -0.200 4.438
C -3.160 0.309 3.246
C -4.641 0.457 3.012
O -5.028 1.797 2.780
C -2.212 0.701 2.268
C -2.633 1.208 1.003
N -1.836 1.413 0.002
C -2.389 1.787 -1.220
C -3.645 1.343 -1.658
C -4.125 1.671 -2.908
C -3.370 2.453 -3.766
C -2.122 2.905 -3.367
C -1.650 2.557 -2.118
I 0.323 3.229 -1.519
C -0.826 0.584 2.592
O 0.107 1.031 1.827
H 1.011 -1.216 4.753
H 1.311 0.528 4.798
H 1.528 -0.348 3.278
H -3.390 -0.503 5.215
H -5.193 0.043 3.867
H -4.951 -0.099 2.123
H -4.774 2.331 3.541
H -3.693 1.442 0.915
H -4.223 0.699 -1.015
H -5.087 1.298 -3.222
H -3.737 2.693 -4.752
H -1.522 3.508 -4.031
C 3.104 2.178 2.868
C 3.704 1.764 1.557
C 5.046 1.994 1.324
C 5.595 1.583 0.112
C 4.814 0.933 -0.804
C 3.447 0.708 -0.522
N 2.912 1.152 0.664
N 2.571 0.112 -1.337
Si 2.912 -0.815 -2.762
C 2.846 -2.665 -2.239
C 1.576 -0.322 -4.038
C 4.542 -0.657 -3.760
H 3.412 3.190 3.120
H 3.468 1.520 3.659
H 2.019 2.120 2.833
H 5.650 2.490 2.066
H 6.634 1.782 -0.098
H 5.204 0.616 -1.753
H 1.935 -2.895 -1.692
H 3.694 -2.911 -1.602
H 2.885 -3.327 -3.099
H 0.688 0.103 -3.577
H 1.262 -1.200 -4.588
H 1.956 0.405 -4.750
H 5.382 -1.146 -3.277
H 4.818 0.372 -3.970
H 4.394 -1.146 -4.718
Cl 0.498 -1.912 1.021
C -0.918 -2.703 0.377
C -1.425 -3.801 1.047
C -2.519 -4.470 0.523
C -3.098 -4.035 -0.660
C -2.591 -2.934 -1.313
Cl -3.323 -2.393 -2.769
C -1.478 -2.224 -0.818
S -0.860 -0.891 -1.713
H -0.954 -4.128 1.960
H -2.919 -5.335 1.025
H -3.952 -4.545 -1.073

---

Number 1: E -78614.9647 eV. Number 2: E -111185.2250 eV. Number 3: E -79058.5352 eV. Number 4: E -165921.7781 eV. Number 5: E -122009.7880 eV. Number 6: E -122009.3939 eV.